No. 1
Density functional theory data (ωB97M-V/def2-TZVPD) for a 19-piece molecular cluster, C38H39BrCl54F9INO2S overall at a distorted geometry.

Cartesian coordinates (Å):
Cl: -1.586 6.626 3.134
H: -17.394 -5.322 1.323
C: 2.671 0.269 -2.273
Cl: 1.135 -0.009 5.956
Cl: -17.216 -5.800 -0.965
F: -2.553 1.732 0.381
F: -0.845 -0.317 2.055
H: -14.246 -0.806 1.358
Cl: -12.046 0.573 0.225
Cl: 3.542 -7.472 -9.032
C: -2.665 1.181 1.607
C: 3.756 0.133 -0.005
C: -3.339 3.473 2.767
Cl: -19.573 -5.946 0.727
C: 1.514 1.291 1.241
Cl: 3.700 10.120 3.372
C: 0.357 1.430 -0.977
C: -0.024 5.874 3.472
Cl: -16.085 -2.232 1.078
H: 3.537 -5.410 -7.646
H: -1.281 -1.127 -0.071
Cl: -9.688 0.716 -1.463
C: -9.906 -2.267 7.037
Cl: 11.117 -2.248 -4.992
C: 3.485 -4.495 -7.072
H: -0.545 -1.966 -1.412
Cl: -7.782 3.953 0.793
Cl: 1.147 6.272 2.210
C: 2.323 4.023 -3.742
F: -1.541 0.874 3.689
Cl: -10.140 3.809 2.481
H: 3.788 2.918 3.214
Cl: 0.580 6.373 5.056
H: -6.626 -2.806 3.188
H: 0.770 2.018 -1.817
H: 5.494 -7.909 -10.253
C: -15.097 -1.072 1.973
F: -4.281 1.346 3.429
O: 0.422 2.622 3.339
H: -7.962 4.432 3.082
H: 5.136 -0.089 -1.697
C: 3.210 2.413 4.015
H: 2.101 -5.763 2.411
Cl: 6.989 -1.433 -6.258
Cl: 2.026 -3.621 -7.548
H: -1.539 0.519 -1.571
Cl: 11.585 -1.905 -7.838
C: 2.167 -5.870 1.334
Cl: 0.533 -6.069 0.695
C: 5.021 -0.442 -0.652
H: 2.389 8.664 4.659
Cl: 9.095 0.327 -7.210
C: 1.524 -1.782 -3.470
H: -0.165 0.113 -2.619
C: 17.290 -0.570 -6.112
C: 12.338 -1.969 -6.241
Cl: 4.924 -3.540 -7.422
H: -0.377 2.091 -0.499
C: -3.342 3.774 -2.189
F: -3.215 -0.064 1.401
H: 1.647 0.806 3.920
H: 8.894 -1.985 -7.514
Cl: 16.245 -1.707 -6.973
C: 8.196 -1.156 -7.524
C: -6.016 -2.138 3.784
Cl: -5.278 -3.075 5.085
C: 3.768 0.287 1.397
Cl: 0.718 3.334 -4.012
H: 3.314 0.250 4.023
Cl: 13.234 -0.487 -5.916
H: -9.866 1.195 0.826
Cl: 3.421 -4.921 -5.356
C: -8.382 3.673 2.431
Cl: -17.293 -7.663 1.263
F: -3.089 4.186 1.663
Cl: -9.768 -1.149 0.762
H: 2.558 4.673 -4.577
H: 1.870 0.698 -2.888
C: 2.676 1.011 3.546
Cl: -5.020 3.626 -2.705
C: 4.769 -7.103 -10.252
H: 5.948 -0.093 -0.150
Cl: -4.780 -1.429 2.741
C: -17.814 -6.082 0.673
H: 7.807 -1.006 6.347
C: -0.043 0.859 6.956
F: -2.369 3.544 3.683
C: 2.533 9.739 4.643
C: 2.599 0.883 2.016
C: -0.391 -1.107 -0.727
H: -9.054 -1.999 6.420
Cl: -10.829 -0.800 7.382
O: -0.327 3.292 1.304
Cl: -7.053 -0.869 4.443
H: -0.526 1.606 6.336
Cl: -14.499 -1.790 3.471
H: 13.036 -2.799 -6.226
Cl: 7.857 -3.346 6.343
Cl: 3.146 10.240 6.221
H: 18.126 -0.325 -6.757
H: 0.977 -0.963 -3.976
H: 0.553 -1.282 -0.180
C: -10.285 0.436 0.175
C: -3.757 2.014 2.393
N: 1.517 1.070 -0.126
Cl: 5.619 -5.596 -9.876
H: -0.159 4.799 3.484
Cl: -10.892 -3.426 6.142
Cl: 4.036 -7.019 -11.854
H: 1.863 -2.446 -4.291
Cl: 3.548 2.746 -3.671
Cl: 2.346 4.985 -2.263
C: 2.798 -1.250 -2.693
Cl: 2.925 -4.406 0.671
H: 3.935 2.230 4.836
Br: 5.295 -0.252 2.395
C: 5.067 -1.949 -0.562
Cl: 17.923 -1.302 -4.637
C: -0.458 0.209 -1.561
H: 4.625 -4.214 -0.389
H: 3.613 0.780 -2.604
C: 4.758 -3.117 -0.462
Cl: 16.423 0.925 -5.743
C: 7.359 -1.773 5.727
Cl: 0.765 1.683 8.288
H: -3.322 3.833 -1.106
Cl: 5.602 -1.599 5.812
Cl: -9.303 -2.987 8.533
Cl: -7.865 2.089 3.017
H: 0.889 -2.409 -2.823
Cl: -2.615 5.244 -2.838
S: 0.084 2.109 2.030
F: -4.793 2.150 1.512
Cl: 0.976 10.499 4.307
Cl: -16.017 0.397 2.311
H: 2.428 3.066 4.429
F: -4.434 4.049 3.323
I: 4.442 -1.559 -4.097
Cl: -1.278 -0.246 7.559
C: 2.574 0.520 -0.754
H: 2.884 -1.891 -1.801
Cl: 3.154 -7.285 0.976
Cl: -2.409 2.348 -2.685
Cl: 7.932 -1.546 4.066
Cl: 7.425 -1.096 -9.111
C: -1.319 0.926 2.363

Atoms 1-2, force components in eV/Å:
0.1 0.0 0.0
0.0 0.0 0.0

Summary:
Total charge: +1
Electronic energy in eV: -835256.970
Spin multiplicity: 1
Max |F| in eV Å⁻¹: 5.2
Orbital gap in eV: 7.01
LUMO in eV: -4.6


No. 2
Density functional theory data (ωB97M-V/def2-TZVPD) for a 12-piece molecular cluster, H25O12 overall at a distorted geometry.

Cartesian coordinates (Å):
H: -0.199 -3.991 -1.303
H: 1.195 1.215 2.072
H: -0.401 -3.570 1.679
H: -0.045 -2.041 0.211
H: 1.444 2.998 0.319
O: -1.330 0.054 -3.797
H: -2.365 0.126 -3.813
H: -1.346 -4.658 -0.358
H: 0.468 -0.562 -0.173
H: -3.471 3.323 1.646
O: -0.563 -0.925 4.457
O: 1.584 1.988 0.176
H: 1.899 -1.563 0.810
H: 3.483 -1.070 1.214
H: -0.493 -0.112 4.925
H: 1.587 1.117 -3.135
H: -0.619 2.582 -3.291
H: -0.502 -0.621 3.480
O: 2.159 1.504 -2.392
H: -1.837 -3.082 2.260
O: -3.031 2.496 1.952
H: -0.830 0.425 -2.428
H: 0.249 0.792 3.286
O: 1.077 0.541 2.867
H: -0.332 1.232 -1.250
O: 0.826 -1.486 -0.020
H: 1.345 1.968 -0.782
H: 2.908 1.937 -2.585
H: -1.164 3.888 -2.785
O: 2.900 -1.032 0.442
H: -0.970 0.452 -4.571
H: 2.785 -0.096 0.065
O: -0.816 0.463 -1.334
O: -0.519 -4.249 -0.403
H: -3.696 1.781 2.124
O: -1.124 3.259 -3.621
O: -1.050 -2.923 1.971

Atoms 1-2, force components in eV/Å:
-1.1 -0.8 1.1
-0.6 -1.9 2.4

Summary:
Total charge: +1
Electronic energy in eV: -24965.965
Spin multiplicity: 1
Max |F| in eV Å⁻¹: 9.5
Orbital gap in eV: 10.14
LUMO in eV: -3.2


No. 3
Density functional theory data (ωB97M-V/def2-TZVPD) for C14H24N9RuS2 as an isolated structure at a distorted geometry.

Cartesian coordinates (Å):
H: -1.512 -2.673 -3.348
H: -2.652 2.126 4.283
Ru: 0.314 -0.431 -0.855
H: -1.138 -2.588 0.205
H: -1.125 2.391 0.437
C: 0.523 0.982 1.957
H: 3.313 -1.113 -1.437
C: -0.461 -2.898 -3.229
C: 1.426 -4.331 -3.504
H: 0.526 5.774 -3.263
N: 1.794 0.115 -2.246
C: 0.273 4.787 -2.888
C: -0.385 0.842 4.158
H: 1.470 -3.694 -0.043
H: -0.556 -4.824 -4.179
H: 1.875 -5.258 -3.824
N: 0.288 1.699 3.191
C: 1.602 -2.184 -2.474
H: 0.074 -4.548 0.147
H: -0.049 3.527 2.226
N: 2.164 1.286 -2.543
C: 2.306 -1.031 -1.861
S: -0.293 1.917 -1.761
C: 2.209 -3.363 -2.890
C: -1.610 1.712 1.146
N: -0.126 -2.527 0.371
C: 1.263 2.244 -2.465
H: 0.028 -2.511 1.386
H: -0.552 4.375 -3.463
N: -1.659 0.414 3.597
C: 0.075 -4.095 -3.696
H: -0.558 1.398 5.080
H: -2.405 -0.639 1.965
H: -2.571 1.397 0.727
H: -3.469 1.253 2.962
H: -0.725 3.405 3.864
H: 3.268 -3.506 -2.745
N: 0.470 -3.685 -0.226
N: -0.750 0.516 1.349
N: 0.277 -1.980 -2.634
H: 1.160 0.111 2.163
S: 1.750 3.775 -3.094
H: 0.236 -0.028 4.383
N: -1.823 2.419 2.382
H: -0.824 -1.183 2.609
C: -2.502 1.575 3.354
C: -0.551 2.864 2.933
H: 1.046 1.652 1.257
C: -1.443 -0.314 2.371
H: 0.010 4.845 -1.836

Atoms 1-2, force components in eV/Å:
0.0 0.0 0.1
0.0 -0.1 -0.1

Summary:
Expectation value of S²: 0.918
Total charge: +2
Electronic energy in eV: -52550.814
Spin multiplicity: 2
Max |F| in eV Å⁻¹: 2.3
Orbital gap (alpha / beta) in eV: 5.80 / 5.42
LUMO (alpha / beta) in eV: -8.2 / -8.6


No. 4
Density functional theory data (ωB97M-V/def2-TZVPD) for C29H33AsAuN5O7S as an isolated structure.

Cartesian coordinates (Å):
H: -5.138 -1.192 -5.930
C: 2.030 0.326 3.290
C: 3.345 2.143 4.216
As: 3.344 0.188 -1.999
C: 2.558 0.342 5.659
H: -0.738 -0.635 5.156
C: 1.687 0.449 -3.013
H: 4.997 2.438 1.839
C: -4.280 -1.138 -2.632
H: 3.716 2.027 6.326
H: 2.250 2.475 -3.415
H: -3.123 2.094 -1.393
H: 3.894 3.069 4.112
H: -2.777 -2.468 0.501
Au: 1.063 -0.703 0.200
H: 4.105 3.953 2.073
C: -0.420 -0.239 -3.998
C: -2.103 -0.435 0.346
H: -5.156 0.655 0.062
N: -4.817 -0.280 -1.718
O: 3.020 -0.374 -0.426
C: 1.799 -2.740 4.013
C: -3.694 -2.462 -4.957
H: 2.509 -0.097 6.648
C: -2.283 -1.703 1.100
O: 0.231 -2.027 -1.211
H: 1.644 3.546 0.550
N: -5.792 0.251 -3.556
C: 0.371 1.998 -4.328
C: 2.833 2.206 1.752
C: -4.485 -0.104 -0.334
C: 0.711 -0.521 -3.248
O: 1.407 -0.228 2.348
H: -4.619 -1.033 0.219
H: -0.817 -2.364 4.803
C: 1.504 1.711 -3.577
H: -3.435 -3.005 -5.856
O: 2.303 -2.379 -2.476
H: -0.394 1.898 -1.015
C: 1.600 3.095 1.543
H: 1.569 3.897 2.285
H: 1.314 -1.822 5.874
H: -2.864 -1.551 2.011
C: -3.037 -2.796 -3.752
H: -1.142 -1.024 -4.171
H: -0.498 -1.210 3.501
H: 1.656 -2.601 2.943
N: -0.950 0.134 0.084
C: 3.247 1.549 5.475
S: 0.887 -2.160 -2.584
H: 1.317 -3.675 4.302
H: 4.209 3.226 0.471
N: -3.094 0.290 -0.219
C: -0.307 -1.433 4.550
H: 2.805 1.416 1.000
H: 0.253 2.984 -4.758
C: 1.943 -0.285 4.611
H: 0.674 2.521 1.619
O: 4.673 -0.315 -2.776
C: -1.192 1.272 -0.653
C: -4.923 -0.791 -3.818
N: -5.709 0.549 -2.320
C: -3.310 -2.145 -2.571
O: 3.624 1.921 -1.638
O: 0.087 -3.062 -3.366
H: -2.281 -3.571 -3.760
H: 2.867 -2.839 4.205
H: 4.550 2.074 -1.869
C: -0.597 1.027 -4.534
H: -1.479 1.244 -5.122
C: -4.637 -1.461 -5.011
C: -2.528 1.385 -0.844
C: 2.776 1.566 3.107
H: -1.300 -2.082 1.373
C: 4.116 3.004 1.531
H: -2.770 -2.390 -1.667
C: 1.195 -1.581 4.813

Atoms 1-2, force components in eV/Å:
0.0 0.0 0.0
-0.2 0.1 0.0

Summary:
Expectation value of S²: 2.039
Electronic energy in eV: -127755.143
Spin multiplicity: 3
Max |F| in eV Å⁻¹: 0.9
Orbital gap (alpha / beta) in eV: 9.07 / 6.43
LUMO (alpha / beta) in eV: 0.1 / -2.7